[1]
The following is a DFT calculation (wB97M-V/def2-TZVPD) of a cluster of 7 separate species, C37H65ClF3NO15S7Si in total in a non-equilibrium geometry.

Results
**HOMO**: -0.309 hartree
**E_LUMO**: -0.0025 Eh
**SMILES**: C[Si](C)(CCC(F)(F)N(CC(=O)Cl)S(=O)(=O)F)c1ccccc1.O=S1(=O)CCCC1.O=S1(=O)CCCC1.O=S1(=O)CCCC1.O=S1(=O)CCCC1.O=S1(=O)CCCC1.O=S1(=O)CCCC1
**Electronic energy**: -176024.428 eV
**Molar mass**: 1108.9 g/mol

The geometry in XYZ format:
```
130
Properties=species:S:1:pos:R:3:forces:R:3
C 4.1102 -1.7643 3.3939 -0.414 -0.357 -0.409
Si 3.9473 -1.2392 1.5890 0.800 -0.175 0.279
C 5.6974 -1.3411 0.8627 -0.259 -0.004 -0.236
C 2.9040 -2.4868 0.6139 -0.100 0.612 0.381
C 1.3905 -2.2243 0.6655 0.268 -0.200 -0.241
C 0.7117 -2.7513 1.9215 0.341 0.637 0.369
F 1.3637 -3.7793 2.4826 -0.200 -0.188 -0.149
F 0.7298 -1.7515 2.8682 -0.136 -0.097 -0.018
N -0.7201 -3.0999 1.8112 0.742 -0.292 -1.546
C -1.5448 -1.9638 1.3842 -0.408 0.013 0.976
C -2.4589 -1.4735 2.5114 -0.075 0.280 -0.011
O -3.1350 -0.5130 2.3900 -0.081 0.091 -0.119
Cl -2.4643 -2.3660 4.0449 0.106 -0.104 -0.210
S -1.0817 -4.5067 1.0279 -1.483 -0.896 1.359
O -2.4980 -4.5356 0.9073 0.099 0.409 -0.483
O -0.4399 -5.6183 1.6157 0.703 0.326 -0.299
F -0.5207 -4.3523 -0.4302 0.116 0.156 0.041
C 3.2014 0.4705 1.3727 0.285 -0.716 0.239
C 3.4207 1.1527 0.1787 -0.181 0.019 0.217
C 2.8277 2.3934 -0.0250 0.122 -0.663 -0.099
C 2.0224 2.9173 0.9686 -0.433 0.868 -0.048
C 1.8143 2.2607 2.1702 -0.021 -0.525 0.236
C 2.4026 1.0208 2.3779 0.177 -0.055 -0.501
H 3.2860 -1.4036 4.0061 0.185 0.040 0.092
H 5.0687 -1.4870 3.8301 -0.089 0.231 0.049
H 4.0626 -2.8599 3.3961 0.042 0.017 0.053
H 6.1171 -0.3560 0.6513 -0.003 0.006 0.062
H 6.3736 -1.8656 1.5397 -0.027 0.023 0.039
H 5.6849 -1.8917 -0.0823 0.047 0.047 -0.007
H 3.1609 -3.5152 0.8728 -0.102 -0.026 0.012
H 3.1807 -2.3614 -0.4281 0.127 0.069 -0.049
H 1.2153 -1.1456 0.6496 -0.013 -0.001 0.012
H 0.9521 -2.6209 -0.2495 -0.209 -0.188 0.224
H -0.9536 -1.0919 1.1100 0.176 -0.131 -0.036
H -2.2049 -2.2058 0.5552 0.041 -0.077 -0.035
H 4.0427 0.6797 -0.5742 0.010 0.236 -0.129
H 2.9902 2.8855 -0.9697 -0.099 0.281 0.130
H 1.5239 3.8683 0.8073 0.195 -0.195 0.007
H 1.1740 2.6717 2.9426 0.025 0.191 -0.091
H 2.2665 0.4464 3.2819 -0.143 0.279 0.142
C -0.2885 -0.0678 7.0291 0.023 -0.067 -0.078
C -0.0901 -1.5884 7.0048 0.011 0.033 0.063
C 1.2734 -1.8636 6.3590 -0.291 -0.186 0.012
S 2.2903 -0.4196 6.7049 -0.190 -0.185 0.232
O 2.5936 0.2359 5.4569 0.062 0.124 0.234
O 3.3303 -0.7679 7.6375 0.147 0.087 -0.132
C 1.0202 0.5153 7.5514 -0.300 0.115 0.010
H -1.1307 0.2211 7.6564 -0.004 0.008 -0.010
H -0.4816 0.2957 6.0169 0.003 0.023 0.009
H -0.0986 -1.9732 8.0269 0.017 0.021 0.005
H -0.8893 -2.0880 6.4603 0.028 -0.016 -0.009
H 1.7589 -2.7420 6.7766 0.138 0.054 -0.047
H 1.1949 -1.9625 5.2777 0.067 0.070 -0.006
H 1.1452 1.5734 7.3330 0.144 -0.024 -0.024
H 1.1375 0.3346 8.6195 0.067 -0.013 -0.008
C -2.2939 5.3925 3.1013 0.087 0.053 0.046
C -2.1875 6.9183 3.2176 -0.039 -0.037 -0.029
C -1.0885 7.3744 2.2492 -0.095 0.169 0.296
S -1.0582 6.1611 0.9224 -0.320 -0.056 0.138
O 0.2026 5.4600 0.9585 -0.057 0.291 -0.134
O -1.5413 6.7641 -0.2944 0.190 -0.080 -0.112
C -2.3126 5.0886 1.6079 -0.242 -0.089 0.167
H -3.1861 5.0095 3.5939 -0.012 -0.003 -0.024
H -1.4225 4.9251 3.5667 -0.009 -0.028 -0.015
H -3.1397 7.3721 2.9368 -0.001 -0.026 -0.027
H -1.9639 7.2306 4.2368 0.011 0.016 -0.009
H -1.2913 8.3530 1.8219 0.082 -0.031 -0.109
H -0.1076 7.3723 2.7209 0.043 -0.074 -0.090
H -2.0749 4.0530 1.3733 0.103 0.052 -0.120
H -3.2689 5.3663 1.1625 0.001 -0.008 -0.015
C -4.7428 3.0556 -1.6641 -0.084 -0.031 0.091
C -5.8879 2.0925 -1.3226 -0.084 0.412 0.028
C -6.6859 2.7275 -0.1753 0.042 -0.310 -0.116
S -6.4773 4.5045 -0.3382 0.021 -0.209 -0.284
O -5.7395 4.9859 0.8074 -0.067 0.144 0.078
O -7.7217 5.1119 -0.7351 0.024 0.156 0.222
C -5.3663 4.4466 -1.7399 0.287 -0.122 -0.137
H -4.2548 2.7883 -2.6007 0.017 0.007 0.011
H -3.9896 3.0296 -0.8726 0.028 0.025 -0.028
H -6.5321 1.9661 -2.1954 -0.006 -0.006 0.006
H -5.5193 1.1160 -1.0499 0.000 -0.080 0.078
H -7.7460 2.4931 -0.2293 -0.030 0.117 0.076
H -6.2906 2.4382 0.7969 0.007 0.109 0.028
H -4.6423 5.2558 -1.6625 -0.098 0.075 0.078
H -5.9684 4.5652 -2.6401 -0.051 0.022 0.034
C -3.9272 -2.7025 -4.3360 -0.044 -0.043 0.090
C -5.0731 -3.6628 -3.9910 0.014 0.048 -0.037
C -5.8889 -3.0164 -2.8643 0.005 -0.341 -0.096
S -5.6895 -1.2402 -3.0578 0.017 -0.346 -0.338
O -4.9681 -0.7394 -1.9148 0.048 -0.063 0.053
O -6.9323 -0.6488 -3.4803 0.035 0.179 0.209
C -4.5602 -1.3190 -4.4437 0.225 -0.120 -0.163
H -3.4269 -2.9836 -5.2614 0.007 0.009 -0.003
H -3.1843 -2.7103 -3.5351 0.019 0.031 -0.010
H -5.7056 -3.8056 -4.8692 -0.001 0.021 -0.002
H -4.7030 -4.6423 -3.6921 -0.016 -0.002 0.015
H -6.9468 -3.2575 -2.9284 -0.033 0.109 0.078
H -5.5064 -3.2862 -1.8816 0.009 0.114 0.027
H -3.8435 -0.5039 -4.3727 -0.096 0.075 0.077
H -5.1518 -1.2213 -5.3534 -0.041 0.028 0.025
C 4.0942 2.6723 -5.6566 0.089 0.040 0.045
C 5.5902 2.3746 -5.8268 -0.054 -0.025 0.005
C 6.2115 2.3317 -4.4248 0.155 0.055 -0.331
S 4.8965 1.8185 -3.3112 -0.001 -0.083 -0.276
O 4.6062 2.9061 -2.4114 0.183 -0.079 -0.086
O 5.1670 0.4919 -2.8191 0.011 0.068 0.207
C 3.6073 1.7429 -4.5493 -0.133 0.078 -0.274
H 3.5416 2.5128 -6.5813 -0.005 0.003 0.004
H 3.9559 3.7133 -5.3564 -0.034 -0.009 0.008
H 5.7150 1.4060 -6.3150 -0.013 -0.008 0.019
H 6.0821 3.1204 -6.4494 0.011 -0.004 0.007
H 7.0273 1.6167 -4.3555 -0.017 -0.007 0.142
H 6.5511 3.3139 -4.1020 -0.070 -0.011 0.099
H 2.6628 2.0486 -4.1049 0.054 -0.037 0.135
H 3.5442 0.7106 -4.8937 0.019 -0.024 0.064
C 2.8030 -6.5934 -3.0447 -0.106 0.049 0.021
C 1.5335 -6.4847 -3.9004 0.063 -0.002 -0.002
C 1.0013 -5.0539 -3.7487 -0.181 -0.299 -0.078
S 2.4330 -4.0227 -3.3989 0.090 -0.169 -0.111
O 2.3032 -3.4912 -2.0624 -0.141 -0.007 -0.375
O 2.6966 -3.1608 -4.5217 -0.050 0.173 0.120
C 3.6293 -5.3512 -3.3633 0.083 -0.296 0.071
H 3.3584 -7.5052 -3.2580 0.005 0.002 0.008
H 2.5358 -6.6014 -1.9856 0.035 0.004 0.006
H 1.7810 -6.6773 -4.9462 0.014 0.018 0.003
H 0.7824 -7.2145 -3.6022 -0.008 0.009 -0.002
H 0.5228 -4.6906 -4.6546 0.030 0.131 0.034
H 0.3171 -4.9659 -2.9068 0.068 0.079 0.055
H 4.3917 -5.1299 -2.6199 -0.033 0.144 -0.013
H 4.0780 -5.4141 -4.3542 -0.012 0.062 -0.013
```
Forces are in eV/Å.


[2]
The following is a DFT calculation (wB97M-V/def2-TZVPD) of a structure of composition C15H11BBrClF13O4P2Tl in a non-equilibrium geometry.

Results
**HOMO**: -0.485 hartree
**E_LUMO**: -0.3631 Eh
**Charge**: +2
**Electronic energy**: -165729.829 eV
**Molar mass**: 894.7 g/mol

The geometry in XYZ format:
```
49
Properties=species:S:1:pos:R:3:forces:R:3
O -2.2931 2.1200 0.6243 3.552 2.447 -8.060
C -1.9105 2.4035 -0.6533 -4.344 -2.772 5.259
O -0.9354 3.4302 -1.0292 -0.625 -3.172 0.425
B 0.4519 3.0909 -0.6606 -3.335 1.439 3.135
C 0.7863 3.1394 0.9464 0.738 0.587 1.383
C 1.8649 2.0062 1.4803 0.736 1.176 1.087
C 1.2001 0.6761 2.1622 -1.693 1.363 1.662
F -0.2899 0.7991 2.4004 4.880 -0.383 -0.777
F 1.7491 0.5818 3.5685 -1.222 -0.551 -3.918
C 1.3656 -0.7218 1.3052 -0.633 -0.069 -2.169
F 2.4469 -0.7160 0.2943 -3.205 0.169 3.266
F 0.0764 -0.8197 0.5187 4.314 -0.263 2.544
C 1.6087 -2.0695 2.2151 -1.047 0.252 0.551
F 2.8973 -2.0269 3.0086 -2.365 0.941 -6.266
F 0.5257 -2.0686 3.2575 3.090 -0.337 -3.411
C 1.7238 -3.4752 1.3778 2.357 -1.421 -2.213
F 3.1984 -3.6355 1.0790 -4.787 0.723 0.995
F 1.0519 -3.5171 0.0691 1.962 0.487 4.778
C 1.3214 -4.7866 2.2750 1.713 -3.253 -0.830
F 1.8443 -5.9828 1.5138 -1.693 4.364 2.620
F 2.0196 -4.8119 3.5860 -2.034 0.610 -4.022
C -0.2757 -5.0449 2.4857 -3.267 -2.315 2.111
F -0.5055 -5.0767 3.9787 0.634 0.471 -5.222
F -1.1802 -4.0335 1.9010 3.533 -3.583 1.926
F -0.6444 -6.4339 2.0212 1.308 5.658 1.463
P 0.9702 1.5032 -1.5820 3.701 -0.626 -4.772
O 2.7190 1.4660 -1.8972 -3.611 0.404 -0.216
Cl 0.1587 1.4338 -3.5869 1.229 0.201 2.719
P 1.5208 4.5162 -1.4738 2.798 -0.324 -3.210
O 1.6705 4.2937 -3.1900 -1.517 1.433 2.867
Br 3.6743 4.4473 -0.6510 -2.118 -0.077 -1.149
C -2.7586 1.4974 -1.7777 -1.206 -1.419 -2.162
C -3.2187 2.0414 -3.2531 -0.816 -4.460 1.388
C -4.0579 0.9540 -4.2020 0.625 -1.129 2.577
C -4.4670 -0.5692 -3.7242 2.189 2.126 3.129
C -4.0396 -1.0945 -2.2136 1.433 4.562 -1.423
C -3.1744 -0.0486 -1.2925 -1.159 0.623 -2.598
H -0.1810 3.2259 1.6423 2.023 -0.558 -1.791
H 1.3356 4.1855 1.1336 -1.042 -2.217 -0.212
H 2.4577 2.5605 2.3597 -1.375 -1.613 -1.733
H 2.7235 1.7780 0.6855 -2.104 0.047 1.642
H 2.9004 1.8446 -2.8097 -0.298 -0.612 1.103
H 0.8432 4.7376 -3.5775 1.468 -0.821 0.389
H -2.9634 3.1350 -3.6233 -0.681 -2.631 0.832
H -4.4075 1.2568 -5.3026 0.914 -0.561 2.828
H -5.0617 -1.3448 -4.3921 1.390 2.133 1.317
H -4.3352 -2.1683 -1.8001 0.756 2.676 -1.030
H -2.8521 -0.3805 -0.2050 -0.733 0.893 -2.525
Tl 2.4456 -2.2978 5.0073 -0.429 -0.620 5.716
```
Forces are in eV/Å.


[3]
The following is a DFT calculation (wB97M-V/def2-TZVPD) of a cluster of 2 separate species, C4H12N3 in total in a non-equilibrium geometry.

Results
**Relative energy (zero: lowest compared OMol25 entry of this formula, charge and spin)**: 63.6 kcal per mole
**HOMO**: -0.519 hartree
**E_LUMO**: -0.1281 Eh
**Charge**: +1
**Electronic energy**: -8804.977 eV
**Molar mass**: 102.2 g/mol

The geometry in XYZ format:
```
19
Properties=species:S:1:pos:R:3:forces:R:3
C 3.8711 -0.1652 0.5014 -2.004 0.908 -1.618
C -0.3150 0.4727 0.3728 -1.133 1.553 0.800
C -1.7799 -0.0001 0.4151 0.667 -0.629 2.325
C -2.5930 0.8988 -0.5232 -0.817 -0.659 -2.902
N 3.0967 0.2969 -0.4151 2.925 0.928 -0.655
N -1.7188 -1.4095 0.0282 2.522 1.134 2.374
N 0.5997 -0.2204 -0.1475 -0.760 0.717 0.209
H 4.9473 -0.0822 0.4472 0.076 -0.192 0.424
H 3.2438 -0.5638 1.2520 0.539 -1.009 1.593
H -0.0795 1.4796 0.7399 -0.084 -0.217 -0.294
H -2.2022 0.0090 1.5159 1.011 0.641 -2.005
H -2.9472 0.1075 -1.3553 0.244 2.105 1.710
H -2.0127 1.6708 -1.1741 -0.755 -1.253 1.535
H -3.4766 1.4031 -0.0378 1.042 -0.684 -0.599
H 3.7030 0.7683 -1.1147 -0.837 -0.322 0.005
H -1.7698 -2.0144 0.8318 -0.041 -0.130 0.111
H 1.5775 0.1457 -0.4111 0.403 -0.436 0.534
H -2.3793 -1.6681 -0.5863 -2.849 -1.033 -2.686
H 0.2348 -1.1286 -0.3393 -0.149 -1.422 -0.862
```
Forces are in eV/Å.